Record 1
{"formula": "C2H4N6", "method": "ωB97M-V/def2-TZVPD", "symbols": ["H", "N", "C", "N", "N", "C", "N", "N", "N", "H", "H", "H"], "xyz": [[-0.24087, -2.78723, 1.78010], [0.38572, -1.85345, 1.28654], [-0.60411, -1.54294, 0.47383], [-0.69842, -0.54132, -0.45217], [0.00415, 0.74640, -0.42967], [1.24072, 1.12429, -0.83034], [1.39978, 2.32744, -0.52053], [0.33209, 2.65192, 0.16613], [-0.60846, 1.81613, 0.13433], [-1.71226, -1.94439, 0.22090], [-1.65544, -0.57278, -0.68829], [2.15709, 0.57594, -1.14084]], "atomic_forces_ev_per_a": [[3.0256, 3.1612, -1.2727], [-5.8732, -3.0914, -0.3286], [0.3124, -0.6216, 1.1674], [2.5702, 2.2017, -0.5013], [-1.9244, -3.3498, -0.4545], [1.1497, -4.0120, -1.1149], [1.4928, 2.0651, 1.3172], [-2.2489, 4.6336, 0.3989], [1.3938, -1.6977, 0.5732], [2.5137, -0.8306, 1.6810], [-0.7830, 1.8362, -1.2200], [-1.6288, -0.2947, -0.2459]], "lowdin_charge": [0.14, 0.05, -0.38, 0.05, -0.08, -0.18, 0.02, -0.07, 0.07, 0.16, 0.09, 0.14], "gap_ha": 0.3804, "homo_energy_ev": -10.027, "relative_energy_kj_mol": 380.9, "lumo_energy_ev": 0.32}

---

Record 2
{"formula": "C2H4N6O4", "method": "ωB97M-V/def2-TZVPD", "symbols": ["H", "N", "N", "C", "C", "N", "N", "H", "N", "O", "O", "N", "O", "O", "H", "H"], "xyz": [[-1.10534, -2.48444, 0.25778], [-0.48855, -1.67619, -0.02683], [-0.09563, -1.17514, 1.01103], [0.85631, -0.18138, 0.84666], [0.92690, 0.52237, -0.70270], [-0.16451, 1.31436, -1.02625], [-1.11538, 1.44719, -0.22301], [-1.69595, 2.28376, -0.62714], [1.12129, -0.73473, -1.57170], [2.05417, -1.36030, -1.21478], [0.59754, -0.78578, -2.63004], [0.51790, 0.90806, 1.74586], [1.03665, 1.97902, 1.49628], [-0.18560, 0.67373, 2.66990], [1.80822, -0.44243, 1.16821], [1.85955, 1.12584, -0.60433]], "atomic_forces_ev_per_a": [[0.2528, 0.9178, -0.4698], [-0.9511, -1.4890, 0.0638], [-0.5398, -1.8337, 1.0705], [-0.8457, 2.8292, -3.5561], [0.6160, -2.8412, 4.4822], [-2.1494, 1.8416, -0.7626], [0.8623, 1.3457, -1.5642], [0.7209, -2.0375, 0.6236], [0.7646, 3.9078, -0.7847], [1.9639, -2.3169, 1.1641], [-1.5203, -0.3537, -1.3718], [0.3093, 1.3056, 0.3688], [0.3582, 0.3390, 0.1098], [-0.8711, -0.0122, 1.3547], [1.7991, -1.0770, 0.2188], [-0.7699, -0.5257, -0.9471]], "lowdin_charge": [0.12, 0.15, 0.03, -0.21, -0.16, 0.00, 0.14, 0.13, -0.45, 0.09, 0.11, -0.42, 0.06, 0.12, 0.14, 0.17], "gap_ha": 0.3438, "homo_energy_ev": -9.901, "relative_energy_kj_mol": 101.1, "lumo_energy_ev": -0.55}